(1)
A cluster of 3 separate species, C5H12O2 in total, computed with wB97M-V/def2-TZVPD.

XYZ file:
```
19
Properties=species:S:1:pos:R:3:forces:R:3:lowdin_charge:R:1
C -2.31044 1.62592 -0.16303 0.42 0.13 -0.52 0.021
C -1.12303 1.19656 -0.71498 -1.52 2.05 -0.44 -0.182
C -0.80407 -0.11533 -1.22686 -1.11 1.34 -1.02 -0.464
C -1.34258 -1.20416 -0.76953 1.00 -4.13 1.03 0.039
C 0.19092 -0.04824 -2.33539 -0.17 2.40 -0.35 -0.063
H -3.25432 1.06082 -0.39712 1.22 0.01 0.81 0.069
H -2.52180 2.55929 0.45262 0.80 -1.02 -1.36 0.067
H -0.24485 1.77517 -1.10901 -0.89 0.76 1.91 0.118
H -0.67295 -2.07232 -0.85911 -0.59 -0.22 -1.05 0.074
H -2.12658 -1.53744 -0.09944 -0.20 1.41 0.34 0.071
H 0.37976 -0.91766 -2.88249 0.66 -1.74 -0.15 0.056
H -0.21641 0.62007 -3.16360 0.18 -0.42 1.15 0.114
H 1.07286 0.48663 -1.95194 0.17 -0.55 -0.40 0.082
O 1.65506 0.36532 0.80997 -2.83 0.38 -1.49 -0.079
H 1.87755 0.11466 1.68733 0.35 -0.58 1.39 -0.033
H 0.63428 0.31544 0.78273 2.51 0.11 0.13 0.059
O 2.35902 -1.32658 3.21599 1.89 4.58 0.79 -0.011
H 2.00421 -2.14119 3.07908 -0.85 -3.78 -0.43 -0.013
H 3.29073 -1.30187 3.51192 -1.04 -0.73 -0.35 0.074
```
Positions in Å, forces in eV/Å.

Results
Net charge   0
Frontier orbital gap   9.2 eV
SMILES string   C=CC(=C)C.O.O
Largest force on an atom   0.0976 Eh/bohr

***

(2)
A structure of composition C24H43Cl3GeIN2PSSi2TeV, computed with wB97M-V/def2-TZVPD.

XYZ file:
```
80
Properties=species:S:1:pos:R:3:forces:R:3:lowdin_spin:R:1
V -0.35581 1.65339 0.22697 0.22 0.14 0.20 2.032
I 0.31712 2.19478 2.86412 0.21 0.06 0.06 0.002
C -1.64175 2.81615 3.19874 -0.08 0.06 0.03 0.005
C -1.93406 3.55544 4.30587 -0.13 -0.04 -0.06 -0.001
C -3.27494 3.94156 4.51215 0.10 -0.04 -0.05 0.001
C -4.23419 3.56261 3.61908 0.04 0.00 -0.03 -0.002
C -3.91653 2.78289 2.48199 -0.13 -0.02 0.01 -0.001
C -4.92948 2.35209 1.58752 0.09 0.00 0.00 -0.007
C -4.62100 1.54200 0.53998 0.08 0.01 0.02 0.002
C -3.27982 1.15874 0.31316 0.02 -0.18 -0.18 -0.002
C -2.23332 1.59596 1.08929 0.01 0.05 0.23 -0.027
C -2.57887 2.39464 2.23349 0.11 -0.08 0.04 -0.006
H -1.16997 3.83703 5.01529 0.04 0.02 0.02 0.000
H -3.52974 4.52935 5.38001 -0.02 0.05 0.07 0.000
H -5.26450 3.84966 3.77450 -0.07 0.01 0.01 0.000
H -5.94750 2.66484 1.76669 -0.11 0.02 0.03 0.000
H -5.39061 1.19412 -0.13147 -0.08 -0.05 -0.06 0.000
H -3.09241 0.48884 -0.52097 -0.02 0.05 0.02 0.001
C 0.04223 -4.20588 2.58615 -0.03 0.03 0.01 0.000
Si 0.62276 -2.61291 3.36050 -0.02 -0.02 0.00 0.000
C -0.77851 -1.74929 4.23684 -0.03 0.05 -0.11 0.000
C 2.04336 -2.92800 4.52508 -0.02 0.04 -0.10 0.000
C 1.24940 -1.44526 2.01215 -0.09 0.04 0.04 0.008
Te -0.24980 -1.05831 0.52069 0.03 -0.57 0.30 -0.015
C 0.61532 -2.48117 -0.81619 -0.02 0.09 -0.08 -0.003
Si 2.23337 -2.30840 -1.76031 0.00 -0.04 -0.02 0.000
C 2.13716 -0.88384 -2.97035 -0.08 -0.07 -0.02 0.000
C 2.40687 -3.90627 -2.70555 0.05 0.03 0.11 0.000
C 3.71470 -2.10718 -0.64244 -0.05 0.00 -0.02 0.000
H -0.29691 -4.88471 3.36755 -0.04 -0.08 0.06 0.000
H 0.84057 -4.71143 2.04501 0.10 -0.05 -0.06 0.000
H -0.79519 -4.05493 1.90453 -0.06 0.02 -0.05 0.000
H -1.25821 -2.40965 4.95661 -0.04 -0.08 0.08 0.000
H -1.54887 -1.41803 3.53604 -0.02 0.01 -0.01 0.000
H -0.41980 -0.87564 4.78066 0.03 0.09 0.04 0.000
H 1.75379 -3.58813 5.33760 -0.08 -0.11 0.13 0.000
H 2.40361 -2.00206 4.96759 0.05 0.13 0.06 0.000
H 2.87671 -3.39559 4.00517 0.13 -0.07 -0.06 0.000
H 2.11324 -1.83133 1.47334 0.02 -0.02 0.02 0.000
H 1.53321 -0.50245 2.47617 0.03 0.06 -0.05 0.000
H -0.18541 -2.69038 -1.52908 -0.06 0.01 0.03 0.000
H 0.67120 -3.34752 -0.15251 0.03 -0.09 -0.05 -0.001
H 1.69160 -1.21082 -3.90902 -0.13 -0.04 -0.12 0.000
H 3.12604 -0.50655 -3.22551 0.05 -0.07 -0.08 0.000
H 1.56995 -0.03879 -2.58030 -0.08 0.05 -0.01 0.001
H 1.53241 -4.11504 -3.31754 -0.12 -0.01 -0.08 0.000
H 2.54191 -4.74498 -2.02463 0.01 -0.11 0.06 0.000
H 3.27432 -3.87719 -3.36250 0.10 0.01 -0.08 0.000
H 3.79090 -1.12625 -0.18055 0.00 0.05 0.00 0.000
H 4.61539 -2.25684 -1.23593 0.13 0.00 -0.06 0.000
H 3.72378 -2.85459 0.14853 0.02 -0.11 0.09 0.000
S -2.71772 -1.60729 -2.04082 0.02 -0.07 -0.07 0.000
C -2.46363 -0.95171 -3.54995 -0.17 -0.12 0.36 -0.001
N -1.27579 -0.40904 -3.96628 0.17 0.24 0.21 -0.003
C -1.33640 -0.06545 -5.38558 0.03 -0.01 -0.30 0.000
C -2.85309 -0.03769 -5.65104 0.09 0.04 -0.21 0.000
N -3.36205 -0.79503 -4.52086 -0.11 -0.08 0.19 -0.001
H -0.42836 -0.79422 -3.57310 -0.08 -0.08 -0.08 0.000
H -0.83902 -0.83192 -5.98702 -0.05 0.05 0.03 0.000
H -0.85863 0.89697 -5.56198 -0.08 -0.10 -0.07 0.000
H -3.11602 -0.52163 -6.58953 0.02 0.05 -0.03 0.000
H -3.25062 0.97720 -5.64444 0.04 0.01 0.00 0.000
H -4.34237 -0.93795 -4.33061 0.13 0.00 -0.03 0.000
C 3.26381 1.84695 -1.65043 0.07 -0.08 0.05 0.003
P 2.28650 2.09977 -0.13441 -0.08 0.00 0.20 0.001
C 3.39234 1.35737 1.12033 0.08 0.03 -0.02 -0.001
C 2.55624 3.87972 0.16452 0.03 0.05 -0.02 -0.001
H 4.16553 2.45650 -1.58194 0.02 0.01 -0.01 0.000
H 2.69834 2.12785 -2.53642 0.01 0.03 0.02 0.000
H 3.55237 0.79954 -1.73795 0.00 0.17 0.09 0.000
H 4.42431 1.65866 0.92364 -0.04 -0.02 0.02 0.000
H 3.33011 0.27094 1.10588 -0.03 0.07 0.02 0.000
H 3.12923 1.69934 2.12173 0.00 0.02 0.01 0.000
H 3.62605 4.06548 0.28173 -0.03 0.02 -0.01 -0.001
H 2.03157 4.21143 1.06126 0.02 -0.03 -0.04 0.000
H 2.18100 4.45813 -0.68042 0.01 -0.05 0.03 0.000
Cl 0.30711 2.38204 -3.80386 0.09 0.15 0.12 -0.010
Ge -1.03982 1.73374 -2.20379 -0.19 -0.13 -0.78 0.007
Cl -2.94507 2.31487 -3.03879 -0.05 0.06 0.07 -0.005
Cl -0.62961 3.73074 -0.69406 0.02 0.57 -0.07 0.025
```
Positions in Å, forces in eV/Å.

Results
Net charge   +1
Expectation value of S²   2.039
Frontier orbital gap (spin up / spin down)   6.9 / 7.7 eV
Spin multiplicity   3
Largest force on an atom   0.0158 Eh/bohr

***

(3)
A structure of composition C22H34GeN6W, computed with wB97M-V/def2-TZVPD.

XYZ file:
```
64
Properties=species:S:1:pos:R:3:forces:R:3:lowdin_spin:R:1
W 0.32742 0.28388 0.29804 -0.29 -0.46 -0.23 1.680
C -1.81438 -1.99383 -0.55293 0.13 0.06 -0.17 0.006
N -0.40005 -1.54629 -0.45248 -0.03 -0.03 0.12 0.003
C 0.50579 -2.21942 -1.10768 0.07 -0.09 -0.12 0.047
C 1.80065 -1.66375 -1.21397 -0.14 -0.05 0.03 0.013
C 2.98923 -2.04686 -1.79061 -0.01 0.12 0.07 0.012
C 3.89598 -0.97309 -1.60379 -0.07 -0.06 0.02 0.000
C 3.23035 0.01900 -0.93648 -0.14 0.03 0.03 0.026
N 1.93063 -0.37723 -0.67336 0.06 -0.01 -0.17 0.016
C -2.44011 -2.34021 0.76658 -0.09 -0.04 0.01 0.001
C -3.40147 -1.51065 1.33342 0.03 -0.01 0.04 0.001
C -3.99193 -1.84396 2.54721 0.00 -0.04 -0.01 0.000
C -3.62744 -3.01649 3.19254 -0.01 -0.01 -0.02 0.000
C -2.68436 -3.86399 2.62038 -0.03 0.02 -0.02 0.000
C -2.10264 -3.53125 1.40768 -0.01 0.03 0.03 0.000
H -1.82674 -2.85346 -1.22750 -0.07 0.02 0.05 0.000
H -2.36551 -1.18792 -1.04180 -0.02 -0.06 0.04 -0.001
H 0.24495 -3.15172 -1.60124 0.03 0.01 0.01 0.001
H 3.18480 -2.98041 -2.29059 0.02 -0.05 -0.03 0.001
H 4.92079 -0.93400 -1.92751 0.06 0.00 -0.03 0.000
H 3.58495 0.98994 -0.63216 0.05 0.01 0.01 0.001
H -3.72264 -0.61696 0.81060 -0.01 0.03 -0.03 0.000
H -4.75376 -1.20464 2.97146 -0.02 0.02 0.02 0.000
H -4.09735 -3.28903 4.12710 -0.02 0.00 0.04 0.000
H -2.42375 -4.79152 3.11027 0.01 -0.03 0.00 0.000
H -1.38769 -4.20733 0.95352 0.03 -0.03 -0.02 0.000
C -1.13301 4.50641 -1.52523 -0.02 0.01 -0.10 0.018
Ge -0.62763 3.24506 -0.16185 0.00 0.04 0.09 0.030
C -0.92638 3.91320 1.63765 0.00 0.07 0.07 0.004
C 1.27901 2.69330 -0.29371 0.11 -0.16 0.09 0.022
C -1.26836 1.38606 -0.43952 0.09 -0.03 -0.12 0.017
H -0.54670 5.41528 -1.39996 0.00 0.04 -0.01 0.001
H -2.18692 4.75561 -1.41268 -0.02 0.02 -0.01 0.001
H -0.97046 4.11681 -2.52724 0.01 -0.03 -0.03 0.000
H -0.78909 4.99430 1.61851 -0.01 0.02 0.03 0.001
H -0.21326 3.51445 2.36032 0.02 -0.01 0.00 0.000
H -1.93672 3.71431 1.99137 -0.04 -0.01 -0.01 0.000
H 2.02629 3.45596 -0.07050 -0.09 0.10 0.00 0.001
H 1.50407 2.27002 -1.27773 0.06 0.10 0.08 0.006
H 1.56538 1.93537 0.49800 0.22 0.17 0.07 0.011
H -1.50486 1.23256 -1.49959 -0.03 0.00 0.06 0.003
H -2.14089 1.05877 0.14611 0.00 0.00 0.00 0.001
C 0.42782 -1.61506 2.76340 0.06 0.03 -0.14 0.010
N 0.35457 -0.13023 2.36377 0.13 0.24 0.07 0.024
C 1.58287 0.53935 3.00721 -0.01 0.17 -0.09 0.019
N 1.60009 0.36258 4.42277 0.03 -0.06 -0.08 0.006
C 1.65444 -1.07366 4.72330 0.06 -0.01 0.04 0.000
N 0.47976 -1.75418 4.18288 -0.04 -0.08 -0.06 0.004
C -0.72694 -1.17562 4.77649 -0.05 -0.02 0.04 0.000
N -0.80835 0.25927 4.48092 -0.06 0.02 -0.03 -0.001
C -0.89350 0.45218 3.07162 0.01 -0.03 -0.16 0.005
C 0.38136 0.92846 5.00827 0.00 0.07 0.05 0.000
H 1.32852 -2.02263 2.29305 -0.07 -0.01 0.06 0.001
H -0.46324 -2.08966 2.35754 0.06 -0.03 0.05 0.000
H 1.53335 1.60406 2.74994 0.04 -0.07 0.11 0.003
H 2.46697 0.08316 2.54874 -0.05 0.07 0.07 0.002
H 1.68102 -1.21133 5.80256 0.03 0.00 0.00 0.000
H 2.55922 -1.50117 4.28915 0.01 0.00 0.02 0.000
H -0.69655 -1.31487 5.85589 -0.02 0.00 -0.01 0.000
H -1.60728 -1.67609 4.37214 0.01 -0.01 0.03 0.000
H -0.93527 1.51718 2.82538 -0.03 -0.07 0.05 0.002
H -1.75691 -0.07626 2.65856 0.03 0.06 0.06 0.001
H 0.41088 0.79728 6.08811 0.02 0.02 0.01 0.000
H 0.33038 1.99562 4.78493 0.00 0.00 0.02 0.000
```
Positions in Å, forces in eV/Å.

Results
Net charge   +2
Expectation value of S²   2.017
Frontier orbital gap (spin up / spin down)   7.4 / 7.4 eV
Spin multiplicity   3
Largest force on an atom   0.0114 Eh/bohr

***

(4)
A structure of composition C6H9CrO12, computed with wB97M-V/def2-TZVPD.

XYZ file:
```
28
Properties=species:S:1:pos:R:3:forces:R:3:lowdin_spin:R:1
Cr -0.08383 0.13456 0.49786 0.95 -0.40 0.67 2.908
C -0.82024 -2.86447 -0.59223 0.86 0.74 0.86 0.001
O -0.39854 -1.87780 0.30231 0.78 1.44 0.02 0.010
H -0.23634 -2.98943 -1.51729 0.13 0.56 -0.26 0.001
H -0.56418 -3.77797 -0.04005 -0.90 -0.59 -0.23 -0.003
H -1.86846 -2.73107 -0.87653 -0.18 -0.41 0.07 0.001
C 0.63120 0.22877 -3.55135 -1.39 1.44 0.66 0.000
C 0.38217 0.59548 -2.09445 -0.84 -2.41 1.61 0.007
O 1.30023 0.53865 -1.26481 2.55 0.35 0.88 -0.012
O -0.75326 0.49549 -1.57230 -2.06 0.56 -1.42 0.036
H -0.38321 0.20275 -3.95156 0.18 -0.34 -0.42 0.000
H 1.08318 -0.75722 -3.50158 0.30 0.17 -0.42 0.000
H 1.16168 1.03709 -4.05190 0.51 -0.44 -0.14 0.000
O 2.22655 -2.45684 1.83518 0.14 -1.13 -0.57 0.002
C 2.38557 -1.15323 2.11446 0.43 1.61 1.92 0.003
O 1.63125 -0.32498 1.52999 -1.24 0.93 -1.21 0.010
O 3.20404 -0.82276 2.99123 -0.23 -0.89 -0.82 0.001
H 1.57497 -2.52640 1.11692 -0.39 0.31 0.12 0.000
O 1.17014 4.37378 0.79670 -0.91 -0.94 -0.68 0.000
C 0.32147 3.40018 0.28620 -1.22 -3.29 1.04 0.002
O -0.36873 3.84956 -0.66194 0.02 0.10 -0.50 0.002
O 0.21062 2.27862 0.82322 0.60 -0.76 0.25 0.011
H 0.60756 4.75094 0.05864 1.34 3.70 -0.17 0.000
O -3.44187 0.01235 2.66217 -0.71 -0.92 0.29 0.001
C -2.33003 0.08539 1.93255 4.01 3.25 -1.15 0.005
O -2.30371 0.33533 0.72367 -2.73 -0.99 -1.73 0.030
O -1.17731 0.25347 2.47013 -0.09 -1.85 1.28 -0.019
H -3.16093 -0.29021 3.53476 0.10 0.20 0.02 0.000
```
Positions in Å, forces in eV/Å.

Results
Net charge   -2
Expectation value of S²   3.778
Frontier orbital gap (spin up / spin down)   7.8 / 7.9 eV
Spin multiplicity   4
Largest force on an atom   0.1029 Eh/bohr

***

Q: What is the largest force on an atom in the first record?
A: 0.0976 Eh/bohr

***

Q: The highest largest force on an atom belongs to which entry?
A: C6H9CrO12

***

Q: Which of these has the highest largest force on an atom?
A: C6H9CrO12

***

Q: Among the records above, which one has the lowest net charge?
A: C6H9CrO12